(1)
Molecular formula: C33H53N2O2P2SZn
Method: DFT, ωB97M-V/def2-TZVPD

CARTESIAN COORDINATES (ANGSTROEM)
C1 -1.692 -1.388 -2.518
C2 0.613 -1.756 -2.383
C3 -1.797 -2.263 -3.590
C4 0.513 -2.828 -3.280
C5 -0.697 -3.042 -3.934
H1 -2.753 -2.291 -4.114
H2 1.420 -3.384 -3.506
H3 -0.787 -3.798 -4.716
N1 -0.525 -1.213 -1.872
P1 -2.895 -0.091 -0.359
P2 3.010 -0.353 -0.899
C6 -2.859 -0.481 -2.157
H4 -2.766 0.464 -2.714
H5 -3.805 -0.927 -2.486
C7 1.870 -0.941 -2.325
H6 2.539 -1.243 -3.148
C8 4.438 0.501 -1.712
C9 3.277 -1.154 0.726
C10 -3.696 1.604 -0.287
C11 -3.968 -1.520 0.260
C12 4.413 1.992 -1.321
H7 4.431 2.138 -0.233
H8 5.306 2.473 -1.748
H9 3.534 2.503 -1.734
C13 5.777 -0.136 -1.300
H10 5.982 -0.060 -0.225
H11 5.828 -1.184 -1.627
H12 6.582 0.403 -1.823
C14 4.401 0.422 -3.262
H13 5.314 0.904 -3.642
H14 4.418 -0.616 -3.621
H15 3.547 0.961 -3.694
C15 3.863 -0.086 1.668
H16 3.176 0.764 1.778
H17 4.005 -0.541 2.657
H18 4.834 0.291 1.328
C16 1.977 -1.703 1.337
H19 1.259 -0.903 1.564
H20 1.494 -2.432 0.676
H21 2.219 -2.204 2.285
C17 4.236 -2.344 0.553
H22 5.233 -2.037 0.227
H23 4.343 -2.855 1.519
H24 3.834 -3.062 -0.173
C18 -4.501 -1.190 1.663
H25 -4.956 -2.105 2.074
H26 -3.700 -0.877 2.346
H27 -5.285 -0.421 1.632
C19 -3.065 -2.765 0.332
H28 -2.655 -3.036 -0.650
H29 -2.239 -2.633 1.042
H30 -3.683 -3.606 0.681
C20 -5.157 -1.842 -0.661
H31 -5.806 -2.553 -0.128
H32 -5.764 -0.963 -0.908
H33 -4.847 -2.334 -1.591
C21 -2.767 2.602 -1.005
H34 -2.654 2.383 -2.075
H35 -3.209 3.606 -0.909
H36 -1.771 2.628 -0.539
C22 -3.844 2.042 1.179
H37 -2.878 2.020 1.701
H38 -4.219 3.078 1.182
H39 -4.562 1.423 1.729
C23 -5.072 1.576 -0.960
H40 -5.029 1.205 -1.993
H41 -5.799 0.982 -0.391
H42 -5.451 2.608 -0.993
Zn1 -0.530 -0.032 -0.188
C24 -0.907 -0.290 1.780
O1 -1.226 -0.606 2.855
N2 1.725 0.779 -0.770
C25 1.532 0.427 -2.086
C26 1.065 1.364 -3.091
C27 0.848 2.705 -2.727
C28 0.976 0.951 -4.441
C29 0.618 3.645 -3.734
H43 0.896 2.968 -1.670
C30 0.760 1.915 -5.424
H44 1.107 -0.106 -4.679
C31 0.566 3.251 -5.073
H45 0.486 4.693 -3.459
H46 0.753 1.596 -6.465
H47 0.414 3.992 -5.857
C32 0.570 3.854 2.631
S1 0.576 2.066 2.770
C33 -0.015 1.944 4.473
O2 -0.645 1.705 1.856
H48 1.029 4.280 3.526
H49 -0.468 4.180 2.509
H50 1.163 4.105 1.746
H51 -1.082 2.191 4.516
H52 0.163 0.926 4.838
H53 0.576 2.652 5.066

Summary:
- Max |F|: 4.7 eV/A
- Net charge: +1
- Gap between HOMO and LUMO (spin up / spin down): 5.82 / 4.59 eV
- HOMO energy (spin up / spin down): -7.96 / -6.86 eV
- Electronic energy: -4409.101513 hartree
- Spin multiplicity: 1
- Lowest unoccupied orbital energy (spin up / spin down): -2.1 / -2.3 eV

---

(2)
Molecular formula: C33H54INO21V
Method: DFT, ωB97M-V/def2-TZVPD

CARTESIAN COORDINATES (ANGSTROEM)
O1 1.886 2.119 0.877
V1 1.577 0.979 -0.226
O2 2.615 -0.182 0.000
I1 -0.786 -0.359 0.941
C1 3.512 2.641 -4.235
C2 3.213 2.849 -2.678
C3 3.256 4.347 -2.391
C4 2.234 5.324 -2.851
C5 0.892 4.699 -2.364
C6 0.542 3.192 -2.675
N1 1.810 2.421 -2.323
O3 1.644 0.972 -2.498
C7 0.231 3.207 -4.244
C8 -0.700 2.733 -1.797
C9 4.386 2.244 -1.853
H1 2.648 2.577 -4.897
H2 4.360 2.007 -4.492
H3 3.979 3.546 -4.623
H4 4.157 4.683 -2.903
H5 3.339 4.465 -1.310
H6 2.404 5.296 -3.927
H7 2.272 6.297 -2.363
H8 0.094 5.329 -2.757
H9 0.785 4.924 -1.302
H10 0.714 4.019 -4.787
H11 -0.774 3.406 -4.617
H12 0.488 2.242 -4.680
H13 -0.851 1.658 -1.897
H14 -1.519 3.452 -1.771
H15 -0.550 2.692 -0.719
H16 5.308 2.765 -2.112
H17 4.327 1.205 -2.175
H18 4.293 2.409 -0.779
C10 -1.632 -0.673 -3.268
C11 -1.251 -1.183 -4.573
C12 -2.380 -1.067 -5.683
O4 -1.768 -0.357 -6.667
C13 -0.544 0.082 -6.368
O5 0.029 0.845 -7.162
O6 -0.164 -0.435 -5.101
H19 -2.496 -1.279 -2.993
H20 -2.060 0.324 -3.364
H21 -0.913 -0.720 -2.449
H22 -1.060 -2.255 -4.523
H23 -3.289 -0.581 -5.327
H24 -2.469 -2.088 -6.054
C14 -0.833 2.519 4.666
C15 -1.602 3.033 5.844
C16 -1.607 4.550 5.982
O7 -2.961 4.968 5.646
C17 -3.681 3.843 5.432
O8 -4.917 3.774 5.174
O9 -2.955 2.711 5.579
H25 0.200 2.337 4.961
H26 -0.678 3.179 3.813
H27 -0.955 1.468 4.401
H28 -1.226 2.579 6.761
H29 -1.045 4.972 5.149
H30 -1.221 5.045 6.874
C18 1.267 -3.431 3.710
C19 2.273 -4.542 3.704
C20 3.776 -4.196 3.670
O10 4.259 -4.906 4.772
C21 3.214 -5.577 5.400
O11 3.290 -6.231 6.416
O12 2.096 -5.150 4.899
H31 1.289 -3.075 2.680
H32 1.428 -2.752 4.548
H33 0.254 -3.729 3.978
H34 2.338 -5.220 2.853
H35 4.117 -3.178 3.861
H36 4.307 -4.657 2.837
C22 -3.769 -2.784 -0.160
C23 -2.878 -3.856 0.401
C24 -2.814 -4.018 1.987
O13 -3.232 -5.320 2.323
C25 -3.518 -5.944 1.176
O14 -4.081 -7.030 1.114
O15 -3.212 -5.198 0.058
H37 -4.747 -2.802 0.320
H38 -3.838 -2.751 -1.248
H39 -3.448 -1.808 0.202
H40 -1.850 -3.725 0.063
H41 -3.478 -3.229 2.339
H42 -1.780 -3.866 2.298
C26 -4.695 -0.001 2.704
C27 -4.556 1.409 2.423
C28 -3.922 1.944 1.154
O16 -4.960 2.697 0.541
C29 -6.135 2.419 1.058
O17 -7.214 2.815 0.596
O18 -5.841 1.726 2.244
H43 -5.088 -0.693 1.959
H44 -5.325 -0.070 3.591
H45 -3.655 -0.277 2.882
H46 -4.177 1.916 3.310
H47 -3.473 1.091 0.645
H48 -3.116 2.518 1.610
C30 4.104 -3.617 0.512
C31 4.539 -3.580 -0.945
C32 3.583 -4.128 -1.963
O19 3.676 -3.288 -3.121
C33 4.142 -2.146 -2.660
O20 4.106 -1.117 -3.288
O21 4.416 -2.266 -1.331
H49 4.270 -4.607 0.939
H50 3.059 -3.310 0.555
H51 4.653 -2.965 1.191
H52 5.557 -3.953 -1.058
H53 2.536 -4.227 -1.676
H54 3.940 -5.066 -2.389

Summary:
- Max |F|: 7.8 eV/A
- Net charge: -1
- Gap between HOMO and LUMO: 6.79 eV
- HOMO energy: -5.08 eV
- Electronic energy: -4166.300655 hartree
- Spin multiplicity: 1
- Lowest unoccupied orbital energy: 1.7 eV

---

(3)
Molecular formula: C33H54N10O
Method: DFT, ωB97M-V/def2-TZVPD

CARTESIAN COORDINATES (ANGSTROEM)
C1 -24.528 -12.933 -1.908
O1 -25.530 -12.817 -1.267
N1 -23.562 -13.754 -1.678
N2 -24.108 -12.123 -2.809
H1 -23.756 -14.565 -1.107
H2 -22.777 -13.751 -2.314
H3 -24.732 -11.380 -3.088
H4 -23.242 -12.226 -3.319
C2 -28.343 -11.318 3.254
C3 -29.563 -10.789 2.447
C4 -29.113 -9.673 1.517
C5 -30.098 -9.118 0.602
N3 -30.973 -8.677 -0.104
H5 -27.496 -11.568 2.616
H6 -28.618 -12.164 3.883
H7 -27.974 -10.528 3.909
H8 -30.378 -10.561 3.133
H9 -29.977 -11.591 1.835
H10 -28.236 -10.025 0.975
H11 -28.808 -8.741 1.994
C6 -30.393 -10.342 -3.188
C7 -30.204 -11.829 -2.692
C8 -31.638 -12.337 -2.307
C9 -32.637 -12.422 -3.373
N4 -33.462 -12.570 -4.160
H12 -30.243 -10.438 -4.263
H13 -29.742 -9.665 -2.637
H14 -31.371 -9.959 -2.896
H15 -29.466 -11.868 -1.890
H16 -29.782 -12.453 -3.480
H17 -32.028 -11.585 -1.621
H18 -31.553 -13.324 -1.852
C10 -28.257 -10.136 -1.806
C11 -26.984 -9.591 -1.220
C12 -25.763 -10.498 -1.341
C13 -24.455 -9.941 -0.780
N5 -23.462 -9.467 -0.365
H19 -28.196 -10.670 -2.755
H20 -28.900 -9.268 -1.954
H21 -28.729 -10.945 -1.249
H22 -27.290 -9.351 -0.202
H23 -26.706 -8.631 -1.654
H24 -25.596 -10.606 -2.413
H25 -25.884 -11.493 -0.914
C14 -27.601 -9.446 -5.125
C15 -26.410 -10.377 -5.181
C16 -26.932 -11.809 -5.407
C17 -27.698 -12.150 -6.627
N6 -28.264 -12.486 -7.540
H26 -28.311 -9.770 -4.364
H27 -28.042 -9.436 -6.122
H28 -27.255 -8.430 -4.935
H29 -25.728 -10.355 -4.331
H30 -25.809 -10.169 -6.066
H31 -27.623 -12.088 -4.612
H32 -26.110 -12.515 -5.524
C18 -22.541 -10.518 3.591
C19 -23.400 -9.345 3.094
C20 -24.214 -9.543 1.849
C21 -25.171 -10.616 2.067
N7 -25.837 -11.521 2.315
H33 -23.146 -11.413 3.729
H34 -22.016 -10.105 4.452
H35 -21.691 -10.793 2.967
H36 -22.616 -8.665 2.760
H37 -24.009 -8.951 3.908
H38 -23.429 -9.794 1.136
H39 -24.739 -8.601 1.691
N8 -21.995 -10.629 -0.070
C22 -22.869 -11.684 -0.055
C23 -22.292 -12.841 0.204
C24 -20.874 -12.561 0.120
C25 -20.769 -11.199 0.028
H40 -22.238 -9.707 -0.404
H41 -23.921 -11.506 -0.224
H42 -22.750 -13.819 0.180
H43 -20.079 -13.277 0.269
H44 -19.916 -10.542 -0.056
N9 -23.203 -7.512 -0.008
C26 -22.169 -8.199 0.515
C27 -21.303 -7.364 1.145
C28 -21.715 -6.070 0.852
C29 -22.835 -6.167 0.014
H45 -24.070 -7.820 -0.423
H46 -22.209 -9.248 0.264
H47 -20.383 -7.706 1.597
H48 -21.280 -5.160 1.240
H49 -23.445 -5.402 -0.444
N10 -30.907 -7.920 -4.380
C30 -31.124 -7.499 -3.113
C31 -29.959 -7.681 -2.437
C32 -29.047 -8.066 -3.311
C33 -29.607 -8.185 -4.609
H50 -31.673 -8.124 -5.006
H51 -32.042 -7.067 -2.740
H52 -29.842 -7.636 -1.364
H53 -27.994 -8.198 -3.111
H54 -29.223 -8.454 -5.582

Summary:
- Max |F|: 18.6 eV/A
- Net charge: 0
- Gap between HOMO and LUMO: 7.88 eV
- HOMO energy: -7.95 eV
- Electronic energy: -1911.773656 hartree
- Spin multiplicity: 1
- Lowest unoccupied orbital energy: -0.1 eV